{
  "formula": "C9H6O4S",
  "method": "the ωB97M-V functional and the def2-TZVPD basis",
  "symbols": ["C", "C", "C", "C", "C", "C", "C", "C", "C", "O", "O", "O", "O", "S", "H", "H", "H", "H", "H", "H"],
  "positions_angstrom": [[0.049, 0.704, 1.689], [-0.622, -0.350, 2.281], [0.284, 0.720, 0.308], [-0.688, -1.513, 1.582], [0.042, -0.417, -0.472], [-0.520, -1.502, 0.174], [0.352, -0.360, -1.928], [0.144, -1.475, -2.615], [-0.015, -2.640, -1.695], [0.977, -3.437, -1.510], [-1.102, -5.086, -1.391], [-0.818, -2.553, -0.577], [0.332, -1.904, -3.842], [-0.250, -4.472, -2.344], [0.330, 1.572, 2.267], [-0.823, -0.247, 3.292], [0.423, 1.686, -0.301], [-1.341, -2.265, 2.009], [0.325, 0.651, -2.292], [1.009, -1.383, -4.333]],
  "mulliken_charge": [-0.4581, -0.5332, -0.5675, -0.6528, 1.3424, 0.0862, -1.2056, 0.6384, 0.8493, -0.5181, -0.4386, -0.4358, -0.5188, 0.3831, 0.3685, 0.4569, 0.1808, 0.3433, 0.3235, 0.3560],
  "e_lumo_ev": 0.183,
  "de_lowest_kj_mol": 58.8
}

{
  "formula": "C9H7BrN2O",
  "method": "the ωB97M-V functional and the def2-TZVPD basis",
  "symbols": ["C", "C", "C", "C", "C", "C", "C", "C", "C", "N", "N", "O", "Br", "H", "H", "H", "H", "H", "H", "H"],
  "positions_angstrom": [[-0.544, 2.404, -1.820], [-0.400, 1.071, -1.614], [-0.558, 3.303, -0.704], [-0.259, 0.640, -0.270], [-0.065, -0.531, 0.373], [-0.305, 1.650, 0.810], [0.206, -2.327, -0.550], [-0.017, -0.275, 1.832], [1.102, -3.178, 0.271], [-0.456, 2.970, 0.537], [-0.165, 1.141, 1.993], [-0.328, -2.523, -1.583], [0.035, -3.841, 1.766], [-0.653, 2.812, -2.814], [-0.395, 0.349, -2.419], [-0.667, 4.363, -0.899], [-0.829, -0.780, 2.364], [0.912, -0.593, 2.311], [1.462, -4.047, -0.284], [1.925, -2.609, 0.700]],
  "mulliken_charge": [-0.4661, -0.5442, -0.0934, 0.6490, 0.3054, 0.0506, 0.4292, -0.5292, -0.6193, -0.5282, -0.6570, -0.4178, -0.1008, 0.3815, 0.4459, 0.3898, 0.3016, 0.2914, 0.3787, 0.3329],
  "e_lumo_ev": [-0.798, -0.799],
  "de_lowest_kj_mol": 0.0
}

{
  "formula": "C9H7BrO2",
  "method": "the ωB97M-V functional and the def2-TZVPD basis",
  "symbols": ["O", "C", "C", "Br", "C", "O", "C", "C", "C", "C", "C", "C", "H", "H", "H", "H", "H", "H", "H"],
  "positions_angstrom": [[-1.915, -2.080, 1.876], [-2.570, -1.612, 1.011], [-2.024, -0.433, -0.040], [-3.392, 0.952, 0.075], [-2.078, -1.051, -1.422], [-1.948, -2.223, -1.625], [-0.610, 0.028, 0.150], [-0.248, 1.365, 0.034], [1.083, 1.734, 0.103], [2.061, 0.770, 0.284], [1.702, -0.562, 0.405], [0.376, -0.940, 0.329], [-3.619, -1.849, 0.793], [-2.207, -0.318, -2.239], [-1.002, 2.123, -0.115], [1.358, 2.773, 0.006], [3.102, 1.056, 0.322], [2.461, -1.315, 0.546], [0.105, -1.980, 0.394]],
  "mulliken_charge": [-0.4078, -0.0221, 0.4403, -0.0497, -0.0075, -0.4466, 0.5043, -0.3819, -0.6451, -0.3951, -0.6979, -0.3909, 0.3637, 0.3823, 0.2465, 0.3810, 0.3919, 0.3716, 0.3632],
  "e_lumo_ev": 0.169,
  "de_lowest_kj_mol": 50.1
}

{
  "formula": "C9H7Cl2N3",
  "method": "the ωB97M-V functional and the def2-TZVPD basis",
  "symbols": ["C", "C", "C", "C", "C", "C", "C", "C", "C", "N", "N", "N", "Cl", "Cl", "H", "H", "H", "H", "H", "H", "H"],
  "positions_angstrom": [[3.146, -1.845, 0.847], [0.743, 2.028, 0.376], [2.333, 1.672, -1.243], [3.009, -0.649, 0.253], [3.890, 0.204, -0.324], [1.014, 1.153, -0.751], [0.955, -0.272, -0.375], [-1.245, -0.822, 0.438], [0.184, -0.793, 0.814], [2.982, -2.793, 1.515], [0.530, 2.877, 1.114], [3.546, 1.296, -1.092], [5.513, -0.017, 0.071], [0.822, -1.291, -1.887], [2.106, 2.615, -1.701], [0.485, 1.344, -1.703], [-1.628, 0.104, 0.279], [-1.851, -1.356, 1.182], [-1.371, -1.288, -0.484], [0.677, -1.752, 1.018], [0.275, -0.008, 1.619]],
  "mulliken_charge": [0.0219, 0.1077, -0.3726, 0.0717, 0.6680, 0.3490, -0.0583, -1.5070, -0.2299, -0.5822, -0.4824, -0.4938, -0.1574, -0.1211, 0.4345, 0.4033, 0.4295, 0.3583, 0.4663, 0.3500, 0.3443],
  "e_lumo_ev": [-1.275, -1.275],
  "de_lowest_kj_mol": 0.0
}

{
  "formula": "C9H7FeN3O5",
  "method": "the ωB97M-V functional and the def2-TZVPD basis",
  "symbols": ["Fe", "O", "C", "C", "O", "C", "O", "C", "O", "C", "N", "C", "C", "C", "N", "C", "O", "N", "H", "H", "H", "H", "H", "H", "H"],
  "positions_angstrom": [[-0.200, -0.851, -1.826], [-0.195, 1.613, -3.496], [-0.344, 0.630, -2.909], [0.943, -2.132, -1.395], [1.923, -2.762, -1.538], [-1.641, -1.932, -1.133], [-2.622, -2.560, -1.054], [-0.174, -1.636, -3.360], [-0.058, -2.247, -4.340], [-1.676, 0.255, 3.087], [-0.669, 0.511, 2.018], [0.372, 1.364, 2.235], [1.361, 1.610, 1.305], [1.255, 0.942, 0.055], [0.185, 0.155, -0.217], [-0.736, -0.087, 0.790], [-1.673, -0.916, 0.539], [2.184, 1.030, -0.931], [-2.413, -0.473, 2.729], [-2.154, 1.193, 3.395], [-1.180, -0.112, 3.991], [0.353, 1.788, 3.221], [2.194, 2.282, 1.515], [2.908, 1.707, -0.800], [2.055, 0.629, -1.879]],
  "mulliken_spin": [3.5833, 0.0587, 0.0137, 0.0121, 0.0794, -0.0042, 0.0442, -0.0450, 0.0881, 0.0049, 0.2723, 0.0793, 0.2970, 0.0408, 0.0358, -0.0346, 0.2420, 0.1673, 0.0049, 0.0171, 0.0180, 0.0109, -0.0013, -0.0057, 0.0211],
  "e_lumo_ev": [-12.488, -16.241],
  "s_squared": 8.8228,
  "total_charge": 3,
  "spin_multiplicity": 6,
  "de_lowest_kj_mol": 216.9
}

{
  "formula": "C9H7N",
  "method": "the ωB97M-V functional and the def2-TZVPD basis",
  "symbols": ["C", "C", "C", "C", "C", "C", "C", "C", "C", "N", "H", "H", "H", "H", "H", "H", "H"],
  "positions_angstrom": [[-0.355, -1.986, 0.193], [0.349, -0.798, 0.077], [1.844, -0.579, -0.071], [2.369, 0.635, -0.190], [1.508, 1.746, -0.002], [0.202, 1.672, 0.192], [-0.490, 0.394, 0.043], [-1.809, 0.294, -0.188], [-2.977, -0.456, -0.096], [-3.165, 0.830, 0.040], [0.014, -3.022, 0.176], [-1.488, -1.917, 0.369], [2.515, -1.457, -0.237], [3.427, 0.708, -0.241], [1.990, 2.695, -0.020], [-0.344, 2.522, 0.293], [-3.590, -1.280, -0.339]],
  "mulliken_charge": [-1.0137, 0.8377, -0.5024, -0.4863, -0.3215, -0.8338, 0.4399, 0.4825, -0.3207, -0.5295, 0.3075, 0.0238, 0.2830, 0.3868, 0.3532, 0.5223, 0.3711],
  "e_lumo_ev": [-0.221, -0.224],
  "de_lowest_kj_mol": 386.3
}

{
  "formula": "C9H7N5RhS7Sb",
  "method": "the ωB97M-V functional and the def2-TZVPD basis",
  "symbols": ["Rh", "N", "N", "C", "N", "S", "H", "H", "H", "H", "H", "S", "C", "C", "C", "C", "N", "C", "C", "C", "S", "C", "N", "H", "H", "S", "Sb", "S", "S", "S"],
  "positions_angstrom": [[1.170, 0.418, -0.784], [2.212, -1.808, -1.391], [2.952, -2.608, -0.524], [3.238, -2.231, 0.734], [3.814, -3.188, 1.533], [2.920, -0.739, 1.371], [1.319, -2.253, -1.623], [2.715, -1.650, -2.296], [3.134, -3.574, -0.798], [4.328, -3.937, 1.095], [4.214, -2.811, 2.377], [-0.535, -0.724, 0.422], [-1.620, 0.527, 0.886], [-2.793, 0.191, 1.554], [-3.724, 1.159, 1.914], [-4.874, 0.799, 2.627], [-5.808, 0.498, 3.231], [-3.498, 2.510, 1.547], [-2.306, 2.854, 0.918], [-1.342, 1.895, 0.625], [0.187, 2.417, 0.014], [-4.469, 3.485, 1.805], [-5.259, 4.304, 1.982], [-2.980, -0.844, 1.805], [-2.104, 3.886, 0.667], [3.133, -1.437, -4.378], [2.011, 0.635, -4.327], [0.133, 0.018, -2.883], [2.871, 1.518, -1.633], [0.962, 0.690, -6.471]],
  "mulliken_spin": [1.2594, 0.0667, 0.0027, -0.0091, 0.0051, 0.0505, -0.0036, -0.0206, 0.0008, -0.0005, 0.0006, 0.0172, 0.0167, 0.0011, 0.0105, -0.0004, 0.0056, -0.0083, 0.0126, -0.0298, 0.2239, 0.0016, -0.0052, -0.0003, -0.0032, 0.1502, 0.2283, 0.6025, 1.0029, 0.4222],
  "e_lumo_ev": [3.952, 3.468],
  "s_squared": 6.0354,
  "total_charge": -2,
  "spin_multiplicity": 5
}

{
  "formula": "C9H7NO2",
  "method": "the ωB97M-V functional and the def2-TZVPD basis",
  "symbols": ["C", "C", "C", "C", "C", "C", "C", "C", "C", "N", "O", "O", "H", "H", "H", "H", "H", "H", "H"],
  "positions_angstrom": [[-0.168, -1.651, -2.516], [-0.664, 0.965, 2.460], [0.296, -0.042, 2.669], [-1.109, 1.245, 1.197], [0.814, -0.786, 1.605], [-0.579, 0.651, 0.068], [0.412, -0.348, 0.339], [-0.900, 0.879, -1.334], [0.795, -0.850, -1.896], [-0.920, -2.415, -2.952], [1.177, -1.055, -0.574], [1.623, -0.019, -2.640], [-1.227, 1.320, 3.325], [0.645, -0.230, 3.666], [-1.982, 1.829, 1.234], [1.665, -1.378, 1.719], [-1.773, 0.495, -1.765], [-0.593, 1.850, -1.851], [2.486, -0.458, -2.755]],
  "mulliken_charge": [0.4566, -0.6731, -0.2534, -0.3947, -0.7450, 0.5874, 0.8273, -1.0539, 0.1045, -0.4405, -0.4147, -0.4351, 0.3298, 0.3777, 0.3875, 0.4147, 0.3529, 0.2362, 0.3357],
  "e_lumo_ev": [-0.652, -0.331],
  "de_lowest_kj_mol": 508.7
}

{
  "formula": "C9H7NO2",
  "method": "the ωB97M-V functional and the def2-TZVPD basis",
  "symbols": ["C", "C", "C", "C", "C", "C", "C", "C", "C", "N", "O", "O", "H", "H", "H", "H", "H", "H", "H"],
  "positions_angstrom": [[2.351, 0.877, 0.590], [1.400, 1.288, -0.273], [2.157, -0.333, 1.314], [0.241, 0.509, -0.503], [1.025, -1.145, 1.156], [0.070, -0.787, 0.148], [-3.091, 0.587, 0.419], [-1.045, -1.568, -0.089], [-3.867, -0.415, -0.379], [-2.578, 0.237, -0.774], [-2.876, 1.396, 1.261], [-1.757, -2.431, -0.288], [3.304, 1.326, 0.810], [1.529, 2.116, -0.977], [2.854, -0.661, 2.010], [-0.654, 0.877, -0.948], [1.051, -2.088, 1.658], [-3.809, -1.423, -0.021], [-4.851, -0.172, -0.787]],
  "mulliken_charge": [-0.3416, -0.5500, -0.4683, -0.2387, -0.5297, 0.3904, 0.5636, 0.4842, -0.4596, -0.6619, -0.5913, -0.2474, 0.3816, 0.3540, 0.4479, 0.6727, 0.3964, 0.1589, 0.2388],
  "e_lumo_ev": -1.572,
  "de_lowest_kj_mol": 537.4
}

{
  "formula": "C9H7NO4",
  "method": "the ωB97M-V functional and the def2-TZVPD basis",
  "symbols": ["C", "C", "C", "C", "C", "C", "C", "C", "C", "N", "O", "O", "O", "O", "H", "H", "H", "H", "H", "H", "H"],
  "positions_angstrom": [[2.483, 0.094, 0.001], [1.726, -1.040, 0.163], [1.831, 1.322, 0.160], [0.388, -1.014, 0.495], [0.425, 1.353, 0.210], [-0.340, 0.188, 0.398], [-2.492, 1.431, -0.039], [-1.802, 0.237, 0.239], [-4.340, 0.126, -0.497], [-5.388, -0.616, 0.037], [-2.080, 2.580, -0.258], [-5.751, -1.482, -0.712], [-5.922, -0.274, 1.056], [-3.936, 1.223, 0.081], [3.604, -0.058, -0.050], [2.224, -2.024, 0.104], [2.432, 2.215, 0.153], [-0.164, -1.914, 0.491], [-0.076, 2.288, -0.018], [-2.461, -0.629, 0.564], [-4.293, -0.181, -1.533]],
  "mulliken_charge": [-0.3916, -0.2202, -0.5708, -0.6592, -0.5084, 0.7367, 0.7274, -0.4030, -0.2894, 0.9616, -0.5659, -0.5906, -0.5753, -0.2709, 0.2928, 0.3145, 0.3890, 0.3555, 0.4666, 0.3155, 0.4856],
  "e_lumo_ev": [-1.625, -2.652],
  "de_lowest_kj_mol": 544.5
}